Entry 1:
{"formula": "C30H36N6O2SV", "method": "ωB97M-V/def2-TZVPD", "elements": ["V", "C", "C", "C", "C", "C", "C", "C", "C", "C", "C", "C", "C", "C", "C", "C", "C", "C", "H", "H", "H", "H", "H", "H", "H", "H", "H", "H", "H", "H", "H", "H", "H", "H", "H", "H", "H", "H", "H", "H", "H", "H", "H", "H", "H", "H", "H", "S", "N", "C", "C", "C", "C", "C", "N", "C", "C", "N", "C", "C", "C", "C", "C", "N", "H", "H", "H", "H", "H", "H", "N", "C", "H", "O", "N", "O"], "coordinates": [[-0.129, 1.637, 0.213], [2.194, -0.980, 0.668], [1.329, -1.766, -0.245], [0.157, -2.031, 0.403], [0.179, -1.222, 1.696], [1.607, -0.803, 1.864], [2.214, -0.502, 3.213], [2.281, -1.853, 3.959], [3.638, 0.041, 3.062], [1.377, 0.457, 4.069], [-1.017, -2.984, 0.151], [-2.050, -2.414, -0.835], [-1.771, -3.254, 1.466], [-0.518, -4.359, -0.352], [1.976, -2.154, -1.580], [1.111, -2.911, -2.595], [3.171, -3.077, -1.267], [2.499, -0.856, -2.263], [3.221, -0.736, 0.432], [-0.257, -1.701, 2.569], [2.658, -2.641, 3.304], [1.296, -2.151, 4.323], [2.950, -1.766, 4.817], [4.290, -0.708, 2.608], [4.043, 0.297, 4.042], [3.650, 0.938, 2.442], [0.331, 0.145, 4.112], [1.414, 1.467, 3.677], [1.772, 0.468, 5.088], [-2.393, -1.429, -0.513], [-2.916, -3.078, -0.890], [-1.642, -2.327, -1.840], [-2.250, -2.356, 1.858], [-1.107, -3.669, 2.227], [-2.559, -3.985, 1.278], [-0.542, -4.420, -1.436], [-1.162, -5.154, 0.027], [0.497, -4.558, -0.008], [0.996, -3.956, -2.319], [1.611, -2.894, -3.565], [0.124, -2.474, -2.733], [2.824, -3.999, -0.796], [3.887, -2.604, -0.596], [3.692, -3.336, -2.191], [2.059, 0.038, -1.834], [2.272, -0.853, -3.329], [3.582, -0.765, -2.162], [-4.269, 5.918, -4.065], [-3.701, 6.166, -2.569], [-3.105, 5.055, -2.191], [-2.452, 4.843, -0.918], [-2.378, 5.773, 0.096], [-1.719, 5.427, 1.289], [-1.132, 4.191, 1.405], [-1.151, 3.272, 0.421], [-1.843, 3.576, -0.732], [-1.870, 2.570, -1.718], [-1.203, 1.409, -1.407], [-1.218, 0.422, -2.310], [-1.861, 0.510, -3.526], [-2.516, 1.697, -3.869], [-2.523, 2.741, -2.965], [-3.145, 4.024, -3.190], [-3.774, 4.392, -4.287], [-2.833, 6.744, -0.042], [-1.662, 6.125, 2.111], [-0.615, 3.903, 2.310], [-0.692, -0.475, -2.016], [-1.849, -0.336, -4.199], [-3.012, 1.819, -4.823], [-1.815, 0.319, 1.678], [-0.634, 0.052, 1.326], [-2.330, -0.327, 2.280], [1.159, 2.402, 1.536], [1.981, 2.714, 0.647], [1.570, 2.313, -0.491]], "lowdin_spin": [1.97, 0.00, 0.00, 0.00, -0.01, 0.00, 0.00, 0.00, 0.00, 0.00, 0.00, 0.00, 0.00, 0.00, 0.00, 0.00, 0.00, 0.00, 0.00, 0.00, 0.00, 0.00, 0.00, 0.00, 0.00, 0.00, 0.00, 0.00, 0.00, 0.00, 0.00, 0.00, 0.00, 0.00, 0.00, 0.00, 0.00, 0.00, 0.00, 0.00, 0.00, 0.00, 0.00, 0.00, 0.00, 0.00, 0.00, 0.00, -0.01, 0.00, 0.03, 0.09, 0.07, 0.06, 0.12, 0.12, 0.11, 0.12, 0.04, 0.07, 0.07, 0.03, 0.00, 0.00, 0.00, 0.00, 0.00, 0.00, 0.00, 0.00, 0.06, -0.03, 0.00, -0.01, 0.07, 0.00], "spin_multiplicity": 4}


Entry 2:
{"formula": "C30H36O22", "method": "ωB97M-V/def2-TZVPD", "elements": ["O", "C", "C", "C", "C", "O", "C", "C", "H", "H", "H", "H", "H", "H", "O", "C", "C", "C", "C", "O", "C", "C", "H", "H", "H", "H", "H", "H", "O", "C", "O", "C", "C", "O", "H", "H", "H", "H", "O", "C", "O", "C", "C", "O", "H", "H", "H", "H", "O", "C", "O", "C", "C", "O", "H", "H", "H", "H", "O", "C", "O", "C", "C", "O", "H", "H", "H", "H", "O", "C", "O", "C", "C", "O", "H", "H", "H", "H", "O", "C", "O", "C", "C", "O", "H", "H", "H", "H"], "coordinates": [[29.102, 6.857, 7.355], [30.025, 7.520, 8.102], [30.030, 7.238, 9.511], [31.038, 7.814, 10.226], [31.901, 8.739, 9.638], [32.780, 9.338, 10.541], [31.776, 9.126, 8.337], [30.806, 8.505, 7.547], [28.656, 7.491, 6.788], [29.440, 6.445, 9.947], [31.146, 7.544, 11.266], [33.490, 9.827, 10.118], [32.500, 9.838, 7.968], [30.626, 8.753, 6.511], [34.312, 8.034, 17.628], [33.517, 7.502, 18.599], [32.268, 8.028, 18.727], [31.356, 7.428, 19.580], [31.856, 6.416, 20.422], [30.934, 5.811, 21.232], [33.196, 5.997, 20.362], [33.965, 6.427, 19.329], [33.896, 8.723, 17.106], [31.788, 8.737, 18.069], [30.323, 7.738, 19.629], [30.885, 4.854, 21.278], [33.539, 5.178, 20.978], [34.923, 5.974, 19.119], [44.827, 8.559, 14.778], [43.714, 8.224, 15.122], [43.342, 8.014, 16.381], [42.027, 7.460, 16.370], [41.583, 7.881, 14.987], [42.717, 8.126, 14.278], [42.154, 6.393, 16.553], [41.411, 8.020, 17.074], [40.975, 8.786, 14.981], [41.014, 7.107, 14.472], [35.433, 10.709, 26.146], [34.279, 10.448, 26.388], [33.827, 9.221, 26.420], [32.429, 9.214, 26.648], [32.233, 10.682, 27.102], [33.323, 11.346, 26.544], [31.990, 9.259, 25.651], [32.050, 8.544, 27.419], [32.144, 10.774, 28.184], [31.352, 11.127, 26.639], [24.658, 10.282, 15.606], [23.662, 10.104, 16.350], [23.721, 9.343, 17.498], [22.550, 9.710, 18.266], [21.507, 9.850, 17.096], [22.354, 10.366, 16.081], [22.169, 9.063, 19.056], [22.829, 10.621, 18.797], [20.720, 10.595, 17.216], [21.038, 8.954, 16.689], [39.345, 0.106, 23.581], [38.576, 0.505, 24.430], [37.515, -0.199, 24.863], [37.057, 0.300, 26.126], [37.493, 1.849, 26.000], [38.604, 1.727, 25.025], [36.008, 0.007, 26.158], [37.526, -0.325, 26.886], [37.862, 2.296, 26.923], [36.685, 2.467, 25.609], [32.172, -0.816, 22.028], [32.828, -1.293, 21.115], [33.195, -0.564, 19.971], [34.415, -1.121, 19.341], [34.314, -2.526, 19.878], [33.735, -2.309, 21.196], [34.396, -1.141, 18.252], [35.352, -0.629, 19.601], [35.339, -2.894, 19.926], [33.734, -3.182, 19.229], [25.055, 10.560, 26.762], [24.886, 9.326, 26.599], [24.276, 8.742, 25.629], [24.431, 7.329, 25.674], [24.794, 7.147, 27.182], [25.263, 8.386, 27.542], [23.563, 6.699, 25.478], [25.224, 6.926, 25.044], [25.656, 6.506, 27.365], [23.957, 6.843, 27.811]], "mulliken_charge": [-0.55, 0.55, -0.59, -0.37, 0.55, -0.52, -0.44, -0.61, 0.31, 0.36, 0.37, 0.29, 0.28, 0.35, -0.53, 0.74, -0.41, -0.54, 0.38, -0.55, -0.63, -0.54, 0.29, 0.26, 0.41, 0.32, 0.39, 0.40, -0.57, 0.70, -0.32, -0.22, -0.36, -0.30, 0.28, 0.24, 0.27, 0.27, -0.56, 0.70, -0.30, -0.29, -0.34, -0.31, 0.29, 0.30, 0.26, 0.26, -0.55, 0.66, -0.30, -0.28, -0.28, -0.31, 0.31, 0.26, 0.26, 0.24, -0.54, 0.70, -0.33, -0.26, -0.23, -0.33, 0.24, 0.24, 0.27, 0.25, -0.52, 0.67, -0.34, -0.27, -0.35, -0.32, 0.30, 0.26, 0.31, 0.27, -0.58, 0.69, -0.29, -0.24, -0.30, -0.32, 0.29, 0.26, 0.26, 0.25], "smiles": "Oc1ccc(O)cc1.Oc1ccc(O)cc1.O=C1OCCO1.O=C1OCCO1.O=C1OCCO1.O=C1OCCO1.O=C1OCCO1.O=C1OCCO1", "spin_multiplicity": 1}


Entry 3:
{"formula": "C30H36O7S3Sc", "method": "ωB97M-V/def2-TZVPD", "elements": ["Sc", "O", "S", "C", "C", "C", "C", "S", "O", "C", "C", "C", "C", "C", "C", "C", "C", "C", "C", "C", "C", "H", "H", "H", "H", "H", "H", "H", "H", "H", "H", "H", "H", "H", "H", "H", "H", "H", "H", "O", "C", "O", "C", "O", "O", "C", "C", "C", "C", "C", "H", "H", "H", "H", "H", "H", "H", "H", "H", "H", "C", "S", "O", "C", "C", "C", "C", "C", "C", "H", "H", "H", "H", "H", "H", "H", "H"], "coordinates": [[-0.133, 0.796, -0.548], [-1.058, 2.116, 0.934], [-2.438, 2.650, 1.237], [-2.894, 1.969, 2.851], [-2.651, 0.483, 3.150], [-1.420, 0.219, 4.015], [-0.107, 0.377, 3.271], [0.311, -0.756, 1.891], [-0.785, -0.661, 0.761], [-1.154, -2.480, 2.829], [-2.423, -3.011, 2.563], [-2.868, -4.220, 3.092], [-2.040, -4.959, 3.932], [-0.769, -4.475, 4.216], [-0.353, -3.267, 3.661], [-3.619, 1.862, 0.168], [-4.513, 2.725, -0.456], [-5.444, 2.215, -1.346], [-5.459, 0.855, -1.620], [-4.552, 0.004, -1.006], [-3.622, 0.498, -0.105], [-3.950, 2.242, 2.929], [-2.347, 2.604, 3.554], [-2.555, -0.109, 2.243], [-3.534, 0.105, 3.670], [-1.496, -0.782, 4.433], [-1.407, 0.928, 4.855], [0.742, 0.227, 3.946], [-0.028, 1.383, 2.862], [-3.104, -2.472, 1.901], [-3.859, -4.595, 2.848], [-2.378, -5.901, 4.349], [-0.106, -5.045, 4.861], [0.665, -2.927, 3.884], [-4.453, 3.790, -0.269], [-6.126, 2.883, -1.855], [-6.155, 0.461, -2.348], [-4.527, -1.046, -1.264], [-2.881, -0.166, 0.320], [-2.082, 2.963, -3.492], [-1.597, 2.140, -2.743], [-0.723, 2.370, -1.810], [-1.963, 0.609, -2.860], [-2.688, 0.216, -3.754], [-1.386, -0.120, -1.963], [2.886, -1.497, 0.170], [2.890, -0.202, 0.990], [3.816, 0.818, 0.323], [3.463, -0.515, 2.383], [1.481, 0.406, 1.073], [3.904, -1.881, 0.042], [2.446, -1.326, -0.814], [2.297, -2.272, 0.665], [4.838, 0.430, 0.244], [3.850, 1.741, 0.908], [3.458, 1.067, -0.676], [4.476, -0.927, 2.317], [2.839, -1.244, 2.905], [3.505, 0.396, 2.989], [1.546, 1.334, 1.656], [0.766, 0.523, -4.640], [1.641, 1.397, -3.338], [1.473, 0.566, -2.087], [3.294, 0.994, -3.892], [3.976, -0.072, -3.329], [5.262, -0.353, -3.769], [5.850, 0.425, -4.757], [5.159, 1.498, -5.305], [3.877, 1.792, -4.866], [0.943, -0.543, -4.501], [1.163, 0.870, -5.593], [-0.296, 0.749, -4.576], [3.506, -0.653, -2.547], [5.806, -1.180, -3.332], [6.855, 0.203, -5.093], [5.622, 2.113, -6.065], [3.337, 2.640, -5.272]], "mulliken_charge": [0.58, -0.02, 0.01, -1.04, 1.00, -1.44, -0.62, 0.70, -0.56, 0.12, -0.32, -0.70, -0.30, -0.75, -0.15, 0.78, -0.61, -0.62, -0.41, -1.19, 0.17, 0.50, 0.48, -1.08, 0.50, 0.36, 0.62, 0.41, 0.58, 0.19, 0.38, 0.33, 0.36, 0.14, 0.39, 0.37, 0.37, 0.41, 0.48, -0.75, 0.69, -0.87, 0.80, -0.74, -0.63, -1.55, 2.86, -1.99, -1.80, -1.43, 0.54, -0.04, 0.30, 0.47, 0.39, 0.18, 0.50, 0.21, 0.33, 0.76, -0.92, 0.29, -0.11, 0.64, -0.36, -0.72, -0.41, -0.62, -0.48, 0.29, 0.47, 0.31, 0.34, 0.41, 0.38, 0.37, 0.46], "total_charge": -1, "spin_multiplicity": 1}


no.,energy (eV)
1,-81250.644
2,-76734.219
3,-99235.663